w | 15
Properties=species:S:1:pos:R:3 method="wB97M-V/def2-TZVPD" lumo_energy_ha=0.0268 smiles="CCO[P@@H](=O)C(F)F"
C -2.291 -0.525 0.344
C -1.341 0.363 -0.491
O -0.159 -0.344 -0.854
P 1.138 -0.564 0.000
O 1.749 -2.007 -0.318
C 2.389 0.767 -0.276
F 1.787 1.864 -0.701
F 2.949 1.013 0.915
H -3.137 -0.111 0.901
H -2.627 -1.467 -0.224
H -1.819 -0.926 1.272
H -1.083 1.086 0.361
H -1.628 0.790 -1.353
H 1.011 -0.383 1.460
H 3.061 0.443 -1.034

x | 15
Properties=species:S:1:pos:R:3 method="wB97M-V/def2-TZVPD" lumo_energy_ha="-0.0067 / 0.0242"
C 1.644 -1.564 1.484
C 0.964 -2.722 0.988
C -1.570 3.027 -1.125
O -0.618 2.159 -1.463
O -0.018 -2.628 0.126
F -1.385 3.507 0.157
F -1.557 4.167 -1.848
P -0.579 -1.347 -0.604
H 2.614 -1.345 0.900
H 1.071 -0.607 1.441
H 2.039 -1.827 2.515
H 0.315 2.440 -1.355
H 1.255 -3.679 1.321
H -2.564 2.465 -1.262
H -1.609 -2.046 -1.275

Order of stability, best first: w, x

w | 25
Properties=species:S:1:pos:R:3 method="wB97M-V/def2-TZVPD" total_charge=+2 lumo_energy_ha="-0.5032 / -0.4989" multiplicity=2 s2=0.758
N -0.799 -1.198 -0.598
C -1.576 -0.698 -1.675
C -0.707 -0.334 -2.904
C -2.634 0.319 -1.199
N 1.053 0.437 0.249
C 2.022 -0.716 2.279
C 1.108 0.347 1.648
C 1.455 1.803 2.193
H -0.832 -2.204 -0.402
H -2.500 0.677 -0.184
H 0.040 -0.489 -0.228
H -2.187 -1.548 -2.065
H -1.168 0.339 -3.617
H 0.085 0.333 -2.470
H -0.129 -1.205 -3.196
H -2.703 1.112 -1.949
H -3.615 -0.156 -1.319
H 2.001 0.446 -0.164
H 1.800 -1.683 1.817
H 1.803 -0.737 3.342
H 3.083 -0.517 2.119
H 0.082 0.070 1.955
H 1.267 1.952 3.249
H 2.439 1.990 1.757
H 0.837 2.518 1.637

x | 25
Properties=species:S:1:pos:R:3 method="wB97M-V/def2-TZVPD" total_charge=+2 lumo_energy_ha="-0.4024 / -0.4461" multiplicity=2 s2=0.755
C -1.476 0.387 2.307
C 0.007 0.546 2.005
C 0.114 0.777 0.463
C -0.260 -0.275 -0.612
C 0.923 -1.252 -0.888
N 0.630 -2.060 -2.065
C 1.767 -2.274 -3.046
N -1.312 3.280 1.357
H -2.079 1.264 1.899
H -1.815 -0.568 1.756
H -1.720 0.321 3.420
H 0.198 1.446 2.580
H 0.760 1.626 0.242
H 0.614 -0.301 2.437
H -1.104 -0.871 -0.271
H -0.662 0.309 -1.496
H 1.284 -1.728 0.038
H 1.761 -0.616 -1.242
H 0.131 -3.030 -1.947
H 2.049 -1.282 -3.635
H 2.688 -2.818 -2.602
H 1.353 -2.887 -3.721
H -1.093 4.295 1.213
H -0.601 2.638 0.973
H -2.153 3.075 0.836

Order of stability, best first: x, w

w | 51
Properties=species:S:1:pos:R:3 method="wB97M-V/def2-TZVPD" lumo_energy_ha=0.0114 smiles="O=C(NCCc1c[nH]c2ccccc12)c1ccc(S(=O)(=O)NCc2ccco2)cc1"
O -2.383 -2.754 0.229
C -1.676 -2.073 -0.490
N -2.070 -1.631 -1.703
C -3.409 -1.830 -2.204
C -4.243 -0.539 -2.142
C -3.615 0.554 -2.942
C -3.778 0.802 -4.274
N -2.993 1.856 -4.659
C -2.303 2.315 -3.576
C -1.386 3.353 -3.460
C -0.839 3.584 -2.217
C -1.198 2.811 -1.109
C -2.107 1.782 -1.216
C -2.669 1.515 -2.466
C -0.282 -1.699 -0.088
C 0.334 -0.515 -0.483
C 1.587 -0.192 0.008
C 2.222 -1.059 0.874
S 3.812 -0.616 1.552
O 4.793 -1.581 1.151
O 4.069 0.772 1.286
N 3.565 -0.866 3.196
C 2.965 0.255 3.903
C 1.578 0.470 3.399
C 1.017 1.513 2.723
C -0.329 1.147 2.479
C -0.483 -0.090 3.021
O 0.663 -0.506 3.584
C 1.640 -2.251 1.259
C 0.379 -2.562 0.785
H -1.468 -1.025 -2.237
H -3.867 -2.600 -1.580
H -3.352 -2.184 -3.238
H -5.241 -0.758 -2.525
H -4.332 -0.228 -1.100
H -4.409 0.302 -4.983
H -2.951 2.243 -5.586
H -1.116 3.955 -4.315
H -0.122 4.381 -2.091
H -0.744 3.029 -0.154
H -2.383 1.193 -0.353
H -0.168 0.187 -1.133
H 2.076 0.733 -0.252
H 4.414 -1.209 3.619
H 3.536 1.178 3.744
H 2.946 0.009 4.968
H 1.507 2.419 2.434
H -1.075 1.727 1.978
H -1.322 -0.756 3.065
H 2.169 -2.900 1.938
H -0.124 -3.467 1.091

x | 51
Properties=species:S:1:pos:R:3 method="wB97M-V/def2-TZVPD" lumo_energy_ha=0.0147 smiles="NS(=O)(=O)c1cccc(NC(=O)[C@H](Cc2ccccc2)NC(=O)c2ccccc2)c1"
N 4.227 -2.152 0.264
S 4.781 -1.242 -1.043
O 6.214 -1.246 -1.004
O 4.110 -1.693 -2.226
C 4.175 0.370 -0.580
C 5.065 1.361 -0.227
C 4.564 2.592 0.169
C 3.198 2.800 0.221
C 2.308 1.785 -0.136
N 0.940 2.035 -0.012
C -0.096 1.196 -0.287
O -0.006 0.140 -0.870
C -1.428 1.687 0.276
C -1.398 1.527 1.821
C -1.068 0.105 2.173
C -2.076 -0.848 2.253
C -1.771 -2.177 2.484
C -0.452 -2.571 2.634
C 0.559 -1.627 2.568
C 0.251 -0.298 2.342
N -2.464 0.878 -0.304
C -3.777 1.181 -0.194
O -4.162 2.204 0.344
C -4.708 0.179 -0.786
C -5.935 0.631 -1.262
C -6.845 -0.256 -1.806
C -6.542 -1.607 -1.865
C -5.331 -2.066 -1.372
C -4.414 -1.181 -0.836
C 2.810 0.555 -0.553
H 3.492 -2.785 -0.008
H 4.983 -2.639 0.718
H 6.122 1.156 -0.269
H 5.237 3.390 0.445
H 2.812 3.757 0.544
H 0.707 2.928 0.403
H -1.614 2.741 0.029
H -2.387 1.802 2.192
H -0.662 2.211 2.246
H -3.107 -0.543 2.136
H -2.564 -2.908 2.542
H -0.213 -3.610 2.806
H 1.590 -1.924 2.687
H 1.049 0.431 2.297
H -2.139 0.041 -0.769
H -6.156 1.686 -1.196
H -7.791 0.103 -2.181
H -7.251 -2.303 -2.287
H -5.101 -3.121 -1.405
H -3.484 -1.559 -0.434
H 2.155 -0.244 -0.852

Order of stability, best first: x, w